Record 1
Molecular formula: C41H41BaN12
Method: DFT, ωB97M-V/def2-TZVPD

CARTESIAN COORDINATES (ANGSTROEM)
Ba: 0.136 -0.559 -0.658
C: 1.348 2.996 -1.162
N: 1.929 1.680 -1.521
C: 2.140 1.495 -2.975
C: 0.799 1.372 -3.655
N: -0.161 0.572 -3.262
C: -1.273 0.972 -4.036
C: -2.565 0.473 -4.057
C: -3.502 1.043 -4.890
C: -3.135 2.076 -5.772
C: -1.848 2.587 -5.777
C: -0.902 1.992 -4.916
N: 0.446 2.203 -4.699
C: 0.734 3.030 0.257
N: -0.300 2.321 0.608
C: -0.588 2.682 1.923
C: -1.535 2.163 2.832
C: -1.525 2.625 4.127
C: -0.597 3.608 4.506
C: 0.387 4.101 3.669
C: 0.358 3.608 2.383
N: 1.174 3.838 1.279
H: 0.561 3.225 -1.884
H: 2.103 3.814 -1.250
H: 2.771 1.494 -1.005
H: 2.651 0.519 -3.061
H: 2.713 2.262 -3.465
H: -2.805 -0.319 -3.317
H: -4.519 0.683 -4.784
H: -3.902 2.513 -6.390
H: -1.602 3.402 -6.465
H: 1.028 2.850 -5.181
H: -2.205 1.404 2.487
H: -2.201 2.304 4.894
H: -0.607 3.956 5.522
H: 1.140 4.827 3.979
H: 1.838 4.575 1.234
C: -2.591 -3.566 -4.109
C: -1.579 -4.404 -4.628
C: -0.383 -4.469 -3.948
C: -0.169 -3.701 -2.804
N: -1.088 -2.820 -2.367
C: -2.284 -2.843 -2.969
C: 1.020 -3.895 -1.945
C: 1.652 -5.129 -1.952
C: 2.653 -5.427 -1.052
C: 3.037 -4.436 -0.164
C: 2.475 -3.190 -0.229
C: 1.435 -2.831 -1.131
H: -3.579 -3.499 -4.590
H: -1.761 -5.003 -5.559
H: 0.372 -5.116 -4.352
H: -3.077 -2.241 -2.512
H: 1.212 -5.917 -2.558
H: 3.091 -6.400 -1.053
H: 3.784 -4.649 0.600
H: 2.762 -2.392 0.459
N: -1.360 -2.852 0.858
C: -2.665 -2.720 1.376
C: -3.257 -3.626 2.231
C: -4.595 -3.441 2.664
C: -5.296 -2.335 2.309
C: -4.738 -1.391 1.431
C: -5.406 -0.204 1.055
C: -4.847 0.658 0.176
C: -3.520 0.401 -0.220
N: -2.820 -0.651 0.140
C: -3.420 -1.588 0.930
H: -0.947 -3.749 1.090
H: -1.351 -2.881 -0.163
H: -2.673 -4.495 2.533
H: -5.094 -4.227 3.228
H: -6.335 -2.248 2.610
H: -6.387 -0.002 1.473
H: -5.336 1.557 -0.101
H: -3.060 1.152 -0.880
C: 3.708 3.032 4.667
C: 4.786 2.008 4.493
C: 5.807 2.439 3.432
C: 4.226 0.595 4.269
N: 3.556 0.424 2.955
C: 2.228 0.449 2.697
N: 2.070 0.318 1.385
N: 3.318 0.200 0.883
N: 4.194 0.260 1.788
H: 4.078 4.056 4.701
H: 3.243 2.889 5.658
H: 2.954 2.927 3.895
H: 5.355 1.897 5.423
H: 5.307 2.639 2.480
H: 6.645 1.785 3.298
H: 6.172 3.445 3.747
H: 3.493 0.396 5.045
H: 5.012 -0.132 4.321
H: 1.486 0.560 3.473

Charge: +1
Energy relative to the best compared isomer or geometry (same formula, charge and spin), kJ/mol: 19.2
LUMO level, Ha: -0.0712

Record 2
Molecular formula: C41H42AlBrIN4O2
Method: DFT, ωB97M-V/def2-TZVPD

CARTESIAN COORDINATES (ANGSTROEM)
Al: -19.098 -1.883 -12.518
C: -23.140 -5.347 -13.531
C: -22.725 -6.147 -14.739
C: -23.640 -6.866 -15.471
C: -23.244 -7.449 -16.643
C: -21.929 -7.349 -17.087
C: -20.974 -6.671 -16.366
C: -21.376 -6.037 -15.193
N: -20.454 -5.362 -14.326
C: -20.301 -4.000 -14.045
N: -20.677 -3.156 -15.038
C: -20.519 -1.760 -15.187
C: -19.772 -1.127 -14.197
C: -19.483 0.214 -14.385
C: -20.133 0.982 -15.387
C: -20.871 0.295 -16.353
C: -21.035 -1.093 -16.311
C: -21.860 -1.792 -17.393
N: -19.804 -3.586 -12.883
C: -19.359 -4.581 -11.892
C: -20.107 -4.853 -10.772
C: -19.680 -5.741 -9.845
C: -18.519 -6.509 -10.050
C: -17.733 -6.146 -11.115
C: -18.114 -5.172 -12.096
C: -17.268 -4.906 -13.220
H: -22.418 -5.362 -12.696
H: -24.092 -5.756 -13.225
H: -23.153 -4.301 -13.826
H: -24.676 -6.756 -15.278
H: -24.017 -7.776 -17.319
H: -21.629 -7.728 -18.060
H: -20.016 -6.459 -16.846
H: -20.264 -5.858 -13.499
H: -21.250 -3.602 -15.753
H: -18.942 0.796 -13.628
H: -19.984 2.029 -15.462
H: -21.366 0.755 -17.181
H: -21.317 -2.608 -17.828
H: -21.998 -1.025 -18.168
H: -22.845 -2.059 -16.959
H: -21.040 -4.332 -10.721
H: -20.296 -5.967 -8.964
H: -18.234 -7.226 -9.331
H: -16.822 -6.667 -11.279
H: -16.815 -3.913 -13.271
H: -17.723 -4.987 -14.192
H: -16.451 -5.612 -13.220
Br: -24.315 -3.424 -10.738
C: -25.298 -1.838 -10.926
C: -26.443 -1.622 -10.066
C: -27.208 -0.426 -10.247
C: -26.839 0.439 -11.267
C: -25.822 0.148 -12.174
C: -25.105 -1.006 -12.042
I: -23.490 -1.136 -13.426
H: -26.753 -2.339 -9.272
H: -28.028 -0.163 -9.574
H: -27.280 1.383 -11.309
H: -25.487 0.859 -12.903
C: -20.545 0.879 -8.084
C: -21.422 0.577 -9.322
C: -20.797 -0.217 -10.389
N: -20.189 -0.796 -11.198
H: -21.069 1.676 -7.523
H: -19.649 1.459 -8.437
H: -20.144 0.138 -7.439
H: -21.776 1.561 -9.771
H: -22.261 0.017 -8.939
C: -11.720 -0.574 -9.350
C: -13.129 -0.945 -9.740
C: -13.928 -2.007 -9.260
C: -15.234 -2.210 -9.786
C: -15.994 -3.339 -9.227
C: -15.736 -1.314 -10.779
C: -14.911 -0.202 -11.243
C: -15.335 0.670 -12.332
C: -13.636 -0.071 -10.692
C: -17.037 -1.575 -11.508
O: -18.004 -2.245 -10.990
O: -17.322 -1.056 -12.671
H: -11.558 0.499 -9.423
H: -10.994 -1.093 -10.066
H: -11.390 -0.954 -8.355
H: -13.521 -2.537 -8.445
H: -16.924 -2.951 -8.818
H: -15.392 -3.751 -8.424
H: -16.204 -4.061 -9.984
H: -16.407 0.869 -12.247
H: -15.149 0.154 -13.276
H: -14.734 1.639 -12.326
H: -13.047 0.731 -11.032

Charge: +1
LUMO level, Ha: -0.0683

Short version: E_tot = -61755.1440 -137993.1011 eV, in the order given.